Here is 7 unconnected molecules or ions with the total composition C22H63N9O7 at a distorted geometry from the OMol25 dataset. Energies are from ωB97M-V with the def2-TZVPD basis set.

Last columns: bonded neighbours and bond lengths (Å).
Cartesian coordinates (Å):
1 C -3.156 -1.600 -2.933  O2 1.413, H7 1.085, H8 1.097, H9 1.095
2 O -4.050 -1.589 -1.839  C1 1.413, C3 1.404
3 C -3.427 -1.401 -0.594  O2 1.404, C4 1.524, H10 1.098, H11 1.106
4 C -4.461 -1.500 0.521  C3 1.524, C5 1.527, N6 1.460, H12 1.092
5 C -3.759 -1.718 1.859  C4 1.527, H13 1.094, H14 1.092, H15 1.089
6 N -5.402 -2.603 0.347  C4 1.460, H16 1.017, H17 1.018
7 H -3.653 -2.067 -3.777  C1 1.085
8 H -2.259 -2.174 -2.671  C1 1.097
9 H -2.875 -0.555 -3.099  C1 1.095
10 H -2.597 -2.085 -0.376  C3 1.098
11 H -3.033 -0.367 -0.607  C3 1.106
12 H -5.038 -0.576 0.591  C4 1.092
13 H -3.083 -0.889 2.088  C5 1.094
14 H -3.164 -2.634 1.842  C5 1.092
15 H -4.508 -1.778 2.647  C5 1.089
16 H -5.727 -2.643 -0.617  N6 1.017
17 H -4.931 -3.499 0.446  N6 1.018
18 C 0.036 0.485 -3.401  O19 1.395, H24 1.095, H25 1.100, H26 1.092
19 O 0.181 0.894 -4.727  C18 1.395, C20 1.404
20 C -0.764 0.347 -5.610  O19 1.404, C21 1.522, H27 1.108, H28 1.092
21 C -0.749 -1.173 -5.702  C20 1.522, C22 1.529, N23 1.452, H29 1.093
22 C 0.657 -1.663 -6.054  C21 1.529, H30 1.092, H31 1.089, H32 1.093
23 N -1.655 -1.646 -6.732  C21 1.452, H33 1.009, H34 1.011
24 H 0.474 -0.485 -3.143  C18 1.095
25 H -1.006 0.495 -3.051  C18 1.100
26 H 0.492 1.255 -2.775  C18 1.092
27 H -1.772 0.697 -5.314  C20 1.108
28 H -0.627 0.795 -6.596  C20 1.092
29 H -0.971 -1.625 -4.732  C21 1.093
30 H 0.627 -2.752 -6.132  C22 1.092
31 H 1.372 -1.358 -5.291  C22 1.089
32 H 1.028 -1.305 -7.018  C22 1.093
33 H -1.293 -1.488 -7.661  N23 1.009
34 H -2.599 -1.291 -6.674  N23 1.011
35 C -0.840 3.634 -0.630  O36 1.396, H41 1.092, H42 1.093, H43 1.104
36 O -0.138 2.923 0.344  C35 1.396, C37 1.431
37 C -0.322 3.340 1.700  O36 1.431, C38 1.518, H44 1.089, H45 1.094
38 C -1.726 3.096 2.223  C37 1.518, C39 1.536, N40 1.492, H46 1.088
39 C -2.120 4.079 3.334  C38 1.536, H47 1.099, H48 1.090, H49 1.092
40 N -1.804 1.701 2.748  C38 1.492, H50 1.016, H51 1.018
41 H -1.923 3.499 -0.655  C35 1.092
42 H -0.419 3.364 -1.602  C35 1.093
43 H -0.653 4.721 -0.600  C35 1.104
44 H 0.365 2.713 2.267  C37 1.089
45 H -0.091 4.409 1.733  C37 1.094
46 H -2.472 3.174 1.433  C38 1.088
47 H -1.806 5.100 3.075  C39 1.099
48 H -1.711 3.889 4.326  C39 1.090
49 H -3.206 4.158 3.420  C39 1.092
50 H -2.771 1.507 2.991  N40 1.016
51 H -1.324 1.682 3.646  N40 1.018
52 C -0.047 -1.529 4.519  O53 1.407, H58 1.085, H59 1.099, H60 1.100
53 O 0.851 -1.632 5.597  C52 1.407, C54 1.411
54 C 0.382 -2.510 6.596  O53 1.411, C55 1.521, H61 1.101, H62 1.103
55 C 1.334 -2.514 7.782  C54 1.521, C56 1.510, N57 1.485, H63 1.092
56 C 2.668 -3.094 7.375  C55 1.510, H64 1.093, H65 1.091, H66 1.092
57 N 0.770 -3.311 8.901  C55 1.485, H67 1.017, H68 1.017
58 H 0.388 -0.898 3.751  C52 1.085
59 H -1.022 -1.154 4.862  C52 1.099
60 H -0.225 -2.531 4.100  C52 1.100
61 H -0.636 -2.197 6.874  C54 1.101
62 H 0.345 -3.535 6.191  C54 1.103
63 H 1.417 -1.494 8.164  C55 1.092
64 H 3.425 -2.927 8.146  C56 1.093
65 H 3.089 -2.628 6.483  C56 1.091
66 H 2.589 -4.167 7.186  C56 1.092
67 H 0.951 -4.293 8.709  N57 1.017
68 H -0.241 -3.214 8.854  N57 1.017
69 C 3.244 6.432 -0.672  O70 1.403, H75 1.103, H76 1.093, H77 1.087
70 O 3.595 5.627 -1.765  C69 1.403, C71 1.407
71 C 3.493 4.255 -1.470  O70 1.407, C72 1.517, H78 1.107, H79 1.098
72 C 3.828 3.441 -2.706  C71 1.517, C73 1.509, N74 1.482, H80 1.095
73 C 3.653 1.970 -2.423  C72 1.509, H81 1.089, H82 1.097, H83 1.099
74 N 5.201 3.696 -3.201  C72 1.482, H84 1.022, H85 1.021
75 H 4.075 6.476 0.053  C69 1.103
76 H 2.372 6.032 -0.146  C69 1.093
77 H 3.108 7.464 -0.987  C69 1.087
78 H 4.257 3.990 -0.714  C71 1.107
79 H 2.508 4.000 -1.056  C71 1.098
80 H 3.097 3.684 -3.485  C72 1.095
81 H 3.741 1.282 -3.262  C73 1.089
82 H 2.670 1.757 -1.986  C73 1.097
83 H 4.359 1.591 -1.671  C73 1.099
84 H 5.247 4.715 -3.258  N74 1.022
85 H 5.810 3.489 -2.408  N74 1.021
86 N 1.093 0.349 -0.160  C87 1.362, H90 1.001, H91 1.011
87 C 0.541 -0.820 0.271  N86 1.362, N88 1.372, O89 1.225
88 N -0.500 -0.705 1.158  C87 1.372, H92 1.005, H93 1.011
89 O 0.927 -1.920 -0.102  C87 1.225
90 H 1.985 0.319 -0.615  N86 1.001
91 H 0.676 1.230 0.109  N86 1.011
92 H -0.744 -1.612 1.513  N88 1.005
93 H -0.823 0.138 1.615  N88 1.011
94 N 1.125 -6.052 -3.101  C95 1.383, H98 1.002, H99 1.003
95 C 1.803 -5.288 -2.169  N94 1.383, N96 1.373, O97 1.216
96 N 1.547 -3.940 -2.227  C95 1.373, H100 1.008, H101 1.002
97 O 2.593 -5.775 -1.383  C95 1.216
98 H 1.111 -7.044 -2.960  N94 1.002
99 H 0.400 -5.605 -3.630  N94 1.003
100 H 1.798 -3.433 -1.392  N96 1.008
101 H 0.825 -3.604 -2.836  N96 1.002

The net charge is 0. The calculation puts the maximum force at 1.6 eV/Å. As for the HOMO-LUMO gap: 9.39 eV. As for the SMILES: COC[C@H](C)N.COC[C@H](C)N.COC[C@H](C)N.COC[C@H](C)N.COC[C@H](C)N.NC(N)=O.NC(N)=O. As for the energy above the lowest of the compared OMol25 structures with the same formula, charge and spin: 15.9 kcal/mol. As for the HOMO energy: -9.189 eV.